{
  "formula": "C4H10N4O2P",
  "method": "ωB97M-V/def2-TZVPD",
  "symbols": ["C", "C", "C", "N", "N", "N", "C", "P", "O", "O", "N", "H", "H", "H", "H", "H", "H", "H", "H", "H", "H"],
  "positions_angstrom": [[0.22540, 1.09430, -2.03235], [-1.29242, 1.10469, -1.81483], [-1.85851, -0.05050, -0.95265], [-0.85455, -0.73195, -0.14253], [-0.26877, -1.82903, -0.44726], [0.60741, -2.11352, 0.50174], [0.55129, -1.15008, 1.41576], [1.58672, -1.06247, 2.99799], [1.76525, 0.55867, 3.03456], [2.96887, -1.51834, 2.32399], [-0.36735, -0.26964, 1.01192], [0.79997, 0.83335, -1.14293], [0.50870, 0.43248, -2.84798], [0.54141, 2.09888, -2.30810], [-1.60602, 2.05989, -1.39999], [-1.76179, 1.00091, -2.79133], [-2.33851, -0.80928, -1.56413], [-2.62754, 0.32767, -0.27988], [1.11931, 0.96594, 3.62995], [2.96460, -1.53420, 1.35698], [-0.66348, 0.59222, 1.45108]],
  "atomic_forces_ev_per_a": [[-0.11, 0.22, -0.11], [0.32, -0.28, -0.06], [-0.49, 0.55, -0.42], [-0.23, 0.14, 0.24], [0.16, -0.12, 0.04], [-0.05, -0.11, -0.18], [0.21, 0.20, -0.05], [0.16, -0.28, 0.41], [-0.57, 0.15, -0.41], [-0.42, -0.04, -0.15], [0.10, -0.18, 0.13], [0.01, -0.03, 0.03], [0.06, -0.14, 0.11], [0.03, -0.03, -0.08], [-0.03, -0.02, 0.10], [-0.15, 0.20, 0.04], [0.27, -0.23, 0.07], [0.07, -0.12, 0.16], [0.39, 0.04, 0.27], [0.37, 0.00, 0.04], [-0.11, 0.08, -0.20]],
  "nbo_charge": [-0.6198, -0.4199, -0.2455, 0.0881, 0.0841, -0.2441, 0.0438, 1.4209, -0.9801, -0.9480, -0.3078, 0.1841, 0.2336, 0.2464, 0.2230, 0.2460, 0.2682, 0.2388, 0.5083, 0.5167, 0.4634],
  "max_force_ev_per_a": 0.85,
  "spin_multiplicity": 1,
  "e_homo_ev": -13.85,
  "charge": 1,
  "orbital_gap_ev": 9.3
}